Entry from the Open Molecules 2025 dataset: a molecular structure, C2HF3NOS (ωB97M-V with the def2-TZVPD basis set).

```
! RIJCOSX wB97M-V def2-TZVPD def2/J DEFGRID3
* xyz -1 1
F 1.54 -0.24 -1.35
C 1.33 -0.12 -0.04
F 1.76 1.06 0.38
N -0.50 -0.42 0.36
S -2.92 -0.18 0.08
C -1.39 0.58 0.06
H -0.74 -1.35 0.02
F 2.03 -1.08 0.58
O -1.11 1.75 -0.09
*
```

For the highest occupied orbital energy, the calculation gives -0.12470 hartree. The value obtained for the relative energy (zero: lowest compared OMol25 entry of this formula, charge and spin) is 39.69 kcal/mol. The value obtained for the HOMO-LUMO gap is 7.2 eV.

natural (NBO) population analysis, charges in e, atoms 1 to 4: F -0.34; C 1.06; F -0.32; N -0.69

Entry from the Open Molecules 2025 dataset: 8 unconnected molecules or ions with the total composition C31H71N5O12 (ωB97M-V with the def2-TZVPD basis set).

```
! RIJCOSX wB97M-V def2-TZVPD def2/J DEFGRID3
* xyz 2 1
H -2.09 5.61 2.93
H -4.65 3.74 1.36
H 0.98 1.19 -1.44
H 1.37 -7.00 2.19
H -2.68 -3.28 0.92
H 2.83 -6.01 3.76
C -0.97 -5.80 -5.32
H -2.64 4.73 0.08
H -0.11 -5.34 0.10
O 3.94 6.03 -5.69
C 0.30 -6.27 0.49
O 0.68 -3.85 -4.18
C 0.71 8.37 2.51
H 0.34 2.37 1.75
C 1.37 -3.81 3.81
C -0.64 6.93 0.12
H -0.71 1.55 0.64
H -2.93 7.98 1.41
C 4.38 -3.18 1.58
H -0.16 -1.56 0.46
H 2.20 -3.27 -6.46
C 0.35 1.83 0.82
N -0.04 -4.88 -6.06
H 4.93 4.02 -7.71
C 0.26 -2.49 -1.29
H -2.25 7.88 3.06
H 1.02 2.66 -3.43
H -0.37 -6.59 -5.01
H -5.75 -2.53 0.50
O 5.83 5.81 -6.95
O -0.72 -2.12 -1.95
H 1.10 8.78 1.58
H -0.46 -7.04 0.51
H -3.57 6.00 0.71
H 0.84 6.30 2.13
H 2.44 -2.28 1.91
C -1.78 5.62 1.88
O 0.62 -2.02 -0.13
C 5.36 -3.98 2.39
H -1.20 9.77 0.95
H 1.33 -1.95 -5.70
H 1.80 3.84 -2.34
C 1.67 2.78 -2.57
H -1.77 -6.00 -5.98
C -2.94 5.19 1.00
H -2.14 10.06 2.33
H 0.20 10.39 3.09
H 6.25 -4.11 1.81
H -5.68 -5.55 -2.47
C 0.80 2.81 -0.30
C 0.88 -6.07 1.88
H -5.26 -4.20 -3.54
H 3.57 -4.56 4.56
H 0.51 -3.34 3.29
H 0.82 -2.64 -7.20
C 4.62 5.52 -6.54
N 1.21 2.16 -1.42
C 4.70 -5.29 2.99
H -1.39 -5.24 -4.46
H -0.25 6.76 3.42
H 2.61 2.31 -2.80
C 0.09 7.01 2.44
O 0.90 3.98 -0.13
C -3.61 -3.14 0.34
C -0.24 9.44 2.98
C -1.38 9.45 1.97
H 0.01 6.03 -0.01
H 5.99 6.64 -6.43
O -0.78 -1.13 1.68
H 1.63 -4.31 0.94
H 1.61 8.26 3.17
H 1.04 -3.31 -2.75
O -2.92 -0.43 1.59
H -3.01 -1.12 0.26
H -2.21 -2.11 -0.94
H -4.18 4.72 2.71
H 2.92 -5.40 1.37
O 1.24 -3.21 -1.73
H -5.04 -3.62 1.79
C -4.85 -2.79 1.13
O 4.24 4.36 -7.17
H -1.47 7.02 -0.54
H 4.12 -3.68 0.66
C 1.26 -2.87 -6.23
C 3.11 -2.92 2.41
C 1.97 -5.00 1.71
H 5.62 -3.36 3.24
N -1.12 6.94 1.57
H 3.43 -2.45 3.37
O -1.89 -0.76 3.52
H 5.43 -5.75 3.71
N -3.22 -1.91 -0.44
H -3.16 3.29 2.19
H 1.04 -6.64 -0.24
H 4.57 -6.03 2.17
H 0.99 0.99 0.93
C -2.03 8.13 1.96
C -3.78 4.19 1.85
O -4.77 -3.98 -1.60
H 0.09 -4.87 -6.97
H 1.78 -3.11 4.51
H -3.08 -4.88 -0.84
H -2.69 -0.36 3.87
H 4.81 -2.24 1.26
H -4.71 -1.91 1.81
H 0.09 -5.71 2.52
H -3.93 -1.66 -1.09
C -3.96 -4.39 -0.47
C -1.87 -0.78 2.17
H 0.98 -4.73 4.23
H -1.07 4.81 1.93
C -4.92 -4.85 -2.72
H 0.07 7.74 0.03
N 2.42 -4.21 2.86
H -4.06 -5.36 -2.99
C 0.61 -3.94 -5.40
C 3.39 -5.04 3.63
H -4.51 -5.08 0.25
H -0.65 9.29 4.00
*
```

For the highest occupied orbital energy, the calculation gives -0.48457 hartree. The value obtained for the relative energy (zero: lowest compared OMol25 entry of this formula, charge and spin) is 0.00 kcal/mol. The value obtained for the HOMO-LUMO gap is 10.1 eV.

Mulliken population analysis, charges in e, atoms 1 to 4: H 0.47; H 0.42; H 0.05; H 0.32

Entry from the Open Molecules 2025 dataset: C21H27ClN6O2 in the gas phase (ωB97M-V with the def2-TZVPD basis set).

```
! RIJCOSX wB97M-V def2-TZVPD def2/J DEFGRID3
* xyz 0 1
C -4.65 -2.19 1.98
H -6.01 -2.97 4.99
N 4.61 2.94 -1.10
C -1.00 -1.46 1.73
H -0.34 -2.33 1.85
C -3.29 -2.14 2.32
C 3.77 -0.72 -3.83
C 2.91 1.37 -1.38
H 6.59 2.39 -0.90
H 3.64 -1.11 -1.10
H 3.36 0.28 -3.97
C 6.01 3.30 -0.92
C -3.91 -2.68 4.60
H -3.33 -2.78 -0.21
H 0.56 -0.19 0.95
H -1.51 -2.44 -1.83
H -4.98 -1.98 0.97
H 4.72 -0.62 -3.31
N -0.31 -1.23 -0.63
C 3.73 4.01 -1.14
C -0.44 -0.54 0.65
H 1.97 -1.77 -1.05
C -1.31 -2.28 -0.77
H -0.21 -0.85 -2.67
H -1.20 0.35 -1.78
H 0.71 4.66 -0.50
H -3.05 -1.03 -0.44
H 1.84 -1.61 -3.52
H -1.91 -2.39 3.96
H 0.87 4.75 -2.27
H -1.02 -0.91 2.67
N 0.74 1.96 -1.54
C 4.31 1.58 -1.19
H 1.95 5.73 -1.23
N -2.34 -1.86 1.38
O 4.13 5.15 -1.03
H 3.96 -1.15 -4.81
C 2.66 -1.11 -1.59
C 0.87 0.64 -1.61
C -2.94 -2.40 3.66
C -0.29 -0.28 -1.73
C 2.82 -1.59 -3.03
C -5.60 -2.49 2.94
C 2.00 2.42 -1.40
H 3.20 -2.62 -3.00
H 6.33 3.95 -1.74
H 6.13 3.85 0.02
N 2.15 0.23 -1.51
H -1.09 0.34 0.56
H -0.89 -3.20 -0.36
C 1.41 4.78 -1.32
C -5.25 -2.74 4.26
Cl -7.26 -2.55 2.47
H -3.62 -2.88 5.62
N 2.39 3.72 -1.29
C -2.62 -1.96 -0.04
O 5.18 0.72 -1.12
*
```

For the highest occupied orbital energy, the calculation gives -0.29187 hartree. The value obtained for the relative energy (zero: lowest compared OMol25 entry of this formula, charge and spin) is 12.06 kcal/mol. Its SMILES is CCCn1c(CN2CCN(c3cccc(Cl)c3)CC2)nc2c1c(=O)n(C)c(=O)n2C. The value obtained for the HOMO-LUMO gap is 8.4 eV.

natural (NBO) population analysis, charges in e, atoms 1 to 4: C -0.34; H 0.23; N -0.45; C -0.21

Entry from the Open Molecules 2025 dataset: C21H23N3O5S in the gas phase (ωB97M-V with the def2-TZVPD basis set).

```
! RIJCOSX wB97M-V def2-TZVPD def2/J DEFGRID3
* xyz 0 1
H 5.98 3.41 0.08
C 4.77 1.29 0.09
C -4.51 0.70 0.01
O 2.30 3.85 0.27
O -5.46 -0.26 -0.17
O 0.08 -2.57 0.79
C -3.58 2.68 0.97
N 4.12 2.53 0.19
C -2.33 1.49 -0.68
H -7.20 0.72 0.39
H -3.68 3.52 1.65
C 0.35 -1.21 0.55
H -3.31 -0.26 -1.46
H 2.88 -3.96 -0.43
H 0.83 -5.65 -0.15
C -6.64 -0.20 0.59
H -0.21 -0.86 -0.33
C 0.79 -3.49 -0.04
C 2.29 -3.39 0.29
N -1.22 1.30 -1.52
O 0.92 1.05 -2.11
C 0.26 -4.87 0.35
H -1.43 0.87 -2.41
C 0.54 1.87 0.11
C 3.85 0.19 0.15
N 1.95 1.61 0.31
S 4.34 -1.46 0.10
H 4.77 4.32 1.04
H -0.04 -0.70 1.44
H -6.43 -0.27 1.66
H -0.07 1.42 0.90
H 1.03 -2.31 -1.85
C 2.77 2.73 0.24
C 0.55 -3.23 -1.53
H -5.48 1.89 1.52
H 4.67 4.33 -0.73
C 2.70 -1.96 0.26
H 0.33 -5.00 1.43
C 4.94 3.73 0.14
H 2.47 -3.80 1.28
C 1.82 -0.92 0.36
H -0.52 -3.16 -1.72
C 0.11 1.38 -1.27
H 0.44 2.96 0.16
H 0.95 -4.05 -2.11
O 5.98 1.21 -0.01
C 2.48 0.34 0.27
C -2.45 2.57 0.20
H -0.79 -4.96 0.07
C -4.61 1.76 0.90
H -7.24 -1.06 0.27
H -1.68 3.32 0.24
C -3.37 0.57 -0.77
*
```

For the highest occupied orbital energy, the calculation gives -0.30905 hartree. The value obtained for the relative energy (zero: lowest compared OMol25 entry of this formula, charge and spin) is 23.12 kcal/mol. Its SMILES is COc1cccc(NC(=O)Cn2c(=O)n(C)c(=O)c3sc4c(c32)COC(C)(C)C4)c1. The value obtained for the HOMO-LUMO gap is 8.9 eV.

natural (NBO) population analysis, charges in e, atoms 1 to 4: H 0.24; C 0.66; C 0.41; O -0.64

Entry from the Open Molecules 2025 dataset: C14H20N2O3 in the gas phase (ωB97M-V with the def2-TZVPD basis set).

```
! RIJCOSX wB97M-V def2-TZVPD def2/J DEFGRID3
* xyz 0 1
C -2.47 -0.13 -0.79
H -3.36 -1.29 1.55
C -3.84 0.07 -0.11
H 3.11 2.13 0.02
H 4.82 -2.31 -1.82
C 4.37 -1.67 -0.97
H 2.71 1.77 1.77
H 3.07 -3.25 -0.35
H -1.84 -2.19 -1.19
H -5.77 -0.14 -0.85
C -1.39 0.92 -0.05
C 1.99 0.97 1.54
O 0.55 3.13 -1.18
H -5.11 -1.67 -0.58
C 4.06 0.25 0.27
N 0.01 0.52 0.06
H -4.82 -0.44 1.95
C 1.36 2.47 -0.45
H 0.26 2.25 1.11
H 5.82 -0.11 -1.08
H -3.39 0.42 1.94
C -3.82 -0.38 1.36
H 4.18 1.34 0.62
H 0.45 -0.06 -0.54
N -1.94 -1.52 -0.46
C 2.43 -1.42 0.52
C 4.92 -0.47 -0.58
H -0.99 -1.55 -0.15
C -4.92 -0.69 -1.02
H -3.92 1.12 -0.27
O -1.79 2.07 0.11
H 1.50 0.54 2.45
H -2.64 0.05 -1.86
C 0.88 1.53 0.66
C 3.29 -2.20 -0.23
H 1.39 -1.80 0.76
C 2.87 -0.08 0.76
O 2.65 2.49 -0.77
H -4.67 -0.68 -2.17
*
```

For the highest occupied orbital energy, the calculation gives -0.34193 hartree. The value obtained for the relative energy (zero: lowest compared OMol25 entry of this formula, charge and spin) is 112.12 kcal/mol. Its SMILES is CC(C)[C@H](N)C(=O)N[C@@H](Cc1ccccc1)C(=O)O. The value obtained for the HOMO-LUMO gap is 9.7 eV.

natural (NBO) population analysis, charges in e, atoms 1 to 4: C -0.09; H 0.23; C -0.23; H 0.48

What did the fourth record say?
Entry from the Open Molecules 2025 dataset: C21H23N3O5S in the gas phase (ωB97M-V with the def2-TZVPD basis set).

```
! RIJCOSX wB97M-V def2-TZVPD def2/J DEFGRID3
* xyz 0 1
H 5.98 3.41 0.08
C 4.77 1.29 0.09
C -4.51 0.70 0.01
O 2.30 3.85 0.27
O -5.46 -0.26 -0.17
O 0.08 -2.57 0.79
C -3.58 2.68 0.97
N 4.12 2.53 0.19
C -2.33 1.49 -0.68
H -7.20 0.72 0.39
H -3.68 3.52 1.65
C 0.35 -1.21 0.55
H -3.31 -0.26 -1.46
H 2.88 -3.96 -0.43
H 0.83 -5.65 -0.15
C -6.64 -0.20 0.59
H -0.21 -0.86 -0.33
C 0.79 -3.49 -0.04
C 2.29 -3.39 0.29
N -1.22 1.30 -1.52
O 0.92 1.05 -2.11
C 0.26 -4.87 0.35
H -1.43 0.87 -2.41
C 0.54 1.87 0.11
C 3.85 0.19 0.15
N 1.95 1.61 0.31
S 4.34 -1.46 0.10
H 4.77 4.32 1.04
H -0.04 -0.70 1.44
H -6.43 -0.27 1.66
H -0.07 1.42 0.90
H 1.03 -2.31 -1.85
C 2.77 2.73 0.24
C 0.55 -3.23 -1.53
H -5.48 1.89 1.52
H 4.67 4.33 -0.73
C 2.70 -1.96 0.26
H 0.33 -5.00 1.43
C 4.94 3.73 0.14
H 2.47 -3.80 1.28
C 1.82 -0.92 0.36
H -0.52 -3.16 -1.72
C 0.11 1.38 -1.27
H 0.44 2.96 0.16
H 0.95 -4.05 -2.11
O 5.98 1.21 -0.01
C 2.48 0.34 0.27
C -2.45 2.57 0.20
H -0.79 -4.96 0.07
C -4.61 1.76 0.90
H -7.24 -1.06 0.27
H -1.68 3.32 0.24
C -3.37 0.57 -0.77
*
```

For the highest occupied orbital energy, the calculation gives -0.30905 hartree. The value obtained for the relative energy (zero: lowest compared OMol25 entry of this formula, charge and spin) is 23.12 kcal/mol. Its SMILES is COc1cccc(NC(=O)Cn2c(=O)n(C)c(=O)c3sc4c(c32)COC(C)(C)C4)c1. The value obtained for the HOMO-LUMO gap is 8.9 eV.

natural (NBO) population analysis, charges in e, atoms 1 to 4: H 0.24; C 0.66; C 0.41; O -0.64